C5H9NO | wB97M-V/def2-TZVPD

Last column: Löwdin charge in e.
Atoms and positions in Å:
C 1.16045 -1.74007 -0.46384  -0.07
C -0.04547 -1.20723 -0.59365  -0.32
N -0.99567 -1.52584 -1.50100  0.15
C -0.77492 -0.05268 0.67694  -0.01
C -0.02451 1.09761 0.17759  -0.48
C 0.37787 2.19649 1.12425  -0.02
O 0.49636 1.00337 -0.94047  0.04
H 1.37428 -2.53225 0.23611  0.04
H 2.04865 -1.49097 -1.01778  0.04
H -1.85909 -1.00690 -1.48234  0.09
H -0.67963 -1.84413 -2.40550  0.12
H -1.80764 -0.04843 0.33840  0.08
H -0.67423 -0.25616 1.73963  0.10
H -0.49987 2.79632 1.37372  0.09
H 1.14219 2.83375 0.68313  0.08
H 0.76123 1.77712 2.05482  0.08

Atoms 1-3, force components in eV/Å:
2.38 -0.84 -0.11
-2.58 0.04 1.73
0.47 1.59 0.33

Summary:
frontier orbital gap = 0.2735 Eh
structure (SMILES) = C=C(N)CC(C)=O
total charge = 0
energy relative to the best compared isomer or geometry (same formula, charge and spin) = 465.32 kJ/mol
LUMO = 0.8693 eV
calculated total energy = -8864.3899 eV

C4H7N3 | wB97M-V/def2-TZVPD

Last column: Löwdin charge in e.
Atoms and positions in Å:
C -1.80862 0.64935 -0.25307  -0.10
C -1.01069 -0.64934 -0.28114  -0.27
N 0.14752 -0.61311 0.58952  -0.01
C 1.33588 -0.14488 0.29326  -0.50
N 2.20155 -0.75088 1.09011  0.07
C 1.62349 0.83980 -0.72651  -0.12
N 1.81153 1.63746 -1.54337  0.18
H -1.20614 1.48764 -0.61757  0.06
H -2.14005 0.88037 0.76351  0.07
H -2.69074 0.56198 -0.89448  0.07
H -0.70889 -0.88811 -1.30911  0.11
H -1.63184 -1.47844 0.06848  0.11
H 1.00864 -1.23056 1.45635  0.22
H 3.06838 -0.30128 1.36403  0.08

Atoms 1-3, force components in eV/Å:
-0.05 0.09 -0.01
-0.14 -0.02 -0.13
0.09 0.09 -0.08

Summary:
frontier orbital gap = 0.3507 Eh
total charge = 0
energy relative to the best compared isomer or geometry (same formula, charge and spin) = 243.90 kJ/mol
LUMO = 0.2226 eV
calculated total energy = -8729.1515 eV

C6H5LuO6 | wB97M-V/def2-TZVPD

Last column: Löwdin charge in e.
Atoms and positions in Å:
O 0.67355 5.64424 -1.17900  0.04
C 0.57758 4.50235 -1.18422  -0.02
Lu -0.77660 0.32287 0.35124  1.70
C -0.02078 -2.22454 -0.28022  -0.15
O -0.01346 -3.40923 -0.36949  0.27
C 0.42336 -0.62898 -1.99608  -0.03
O 0.32962 0.08640 -2.97540  0.30
C 1.04776 -1.16192 -0.79991  -0.44
O 2.15006 -0.91802 -0.20558  0.15
C -2.19678 -1.21375 -1.13926  0.00
O -2.73825 -1.72355 -2.02089  0.22
H -1.24008 1.82433 1.14450  -0.14
C 1.52548 0.09810 2.86845  -0.05
O 0.14738 0.07610 2.42132  -0.31
H 2.02293 -0.75993 2.38884  0.09
H 1.63134 0.03162 3.97747  0.13
H 2.01315 1.02355 2.50757  0.11
H -0.38489 0.03796 3.24108  0.14

Atoms 1-3, force components in eV/Å:
-0.25 -3.17 -0.04
0.23 3.05 0.07
0.50 -0.20 1.73

Summary:
frontier orbital gap (alpha / beta) = 0.2462 / 0.2300 Eh
total charge = +2
energy relative to the best compared isomer or geometry (same formula, charge and spin) = 438.74 kJ/mol
LUMO (alpha / beta) = -11.5079 / -11.5572 eV
calculated total energy = -52182.4742 eV

C6H3N | wB97M-V/def2-TZVPD

Last column: Löwdin charge in e.
Atoms and positions in Å:
C -2.48384 -1.03763 -0.01122  -0.27
C -2.51525 0.28852 -0.00948  -0.02
C -1.57548 -1.89553 0.01200  0.03
C -1.76177 1.32945 -0.00039  -0.13
C 0.44972 0.41547 0.00621  -0.01
C 1.82751 0.02478 -0.00088  -0.02
N -0.47827 1.14412 0.00791  0.12
H 2.49224 0.88929 0.02312  0.10
H 2.03379 -0.55744 -0.90085  0.10
H 2.01133 -0.60103 0.87357  0.10

Atoms 1-3, force components in eV/Å:
-1.54 1.02 -0.01
2.97 1.01 0.04
0.75 -1.07 0.00

Summary:
frontier orbital gap = 0.2991 Eh
total charge = 0
energy relative to the best compared isomer or geometry (same formula, charge and spin) = 418.14 kJ/mol
LUMO = -0.5751 eV
calculated total energy = -7751.3920 eV

C21H46NO4P | wB97M-V/def2-TZVPD

Last column: Löwdin charge in e.
Atoms and positions in Å:
C 3.96338 1.12808 -3.49380  -0.11
C 3.25448 1.24273 -2.15003  -0.28
C 2.34854 2.46958 -2.08341  -0.22
C 1.58429 2.53773 -0.76439  -0.23
C 0.68493 3.76814 -0.67705  -0.22
C -0.17359 3.77660 0.58904  -0.22
C -1.36598 2.82622 0.49561  -0.22
C -2.16688 2.79460 1.79731  -0.22
C -3.54957 2.16312 1.63508  -0.22
C -3.49632 0.70957 1.17323  -0.22
C -4.89178 0.09404 1.07673  -0.22
C -4.87332 -1.29190 0.42798  -0.22
C -4.74770 -1.21441 -1.09503  -0.21
C -4.36899 -2.55216 -1.74503  -0.21
C -2.87925 -2.66332 -2.07240  -0.18
C -1.98148 -2.62631 -0.84072  -0.26
O -0.63163 -2.74479 -1.23767  -0.18
P 0.42307 -1.70666 -0.58952  0.29
O 1.71878 -1.86004 -1.30386  -0.31
O -0.16846 -0.38380 -0.29475  -0.28
O 0.64932 -2.41372 0.95867  -0.20
C 1.73914 -3.24259 1.12596  -0.25
C 2.78739 -2.62624 2.07382  -0.09
N 3.50307 -1.41092 1.59064  -0.37
C 4.55428 -1.09090 2.57354  -0.02
C 2.59149 -0.25587 1.49200  0.01
C 4.13127 -1.64956 0.27921  0.00
H 3.23460 1.04015 -4.29520  0.07
H 4.57798 2.00705 -3.68395  0.07
H 4.60145 0.24725 -3.51758  0.06
H 4.00450 1.30893 -1.35444  0.10
H 2.65307 0.34817 -1.98129  0.09
H 2.94750 3.37681 -2.21376  0.11
H 1.63218 2.42458 -2.90522  0.12
H 0.98450 1.63374 -0.66149  0.08
H 2.29768 2.57032 0.06564  0.10
H 0.03109 3.80148 -1.55053  0.11
H 1.30902 4.66700 -0.69857  0.11
H 0.44590 3.50200 1.44698  0.11
H -0.54423 4.79119 0.76416  0.11
H -1.01690 1.82288 0.25521  0.08
H -2.01631 3.16229 -0.31568  0.12
H -1.60389 2.24368 2.55432  0.11
H -2.29667 3.81832 2.16285  0.11
H -4.12382 2.74675 0.91051  0.11
H -4.07918 2.21698 2.59123  0.11
H -2.89127 0.12776 1.87187  0.12
H -3.00370 0.66222 0.20347  0.10
H -5.31677 0.02018 2.08143  0.11
H -5.54205 0.75271 0.49514  0.11
H -4.04203 -1.86338 0.84155  0.10
H -5.79525 -1.82456 0.67679  0.11
H -3.99596 -0.47174 -1.36211  0.11
H -5.70237 -0.86734 -1.49806  0.11
H -4.66040 -3.37503 -1.08830  0.11
H -4.92151 -2.67074 -2.67984  0.10
H -2.58424 -1.84309 -2.73017  0.12
H -2.68986 -3.59768 -2.60635  0.11
H -2.10215 -1.68374 -0.30195  0.09
H -2.22162 -3.45925 -0.16706  0.13
H 1.41076 -4.17809 1.60197  0.13
H 2.18400 -3.48498 0.15494  0.11
H 3.53694 -3.39164 2.28904  0.14
H 2.27401 -2.35448 2.99908  0.14
H 5.06716 -0.17643 2.27993  0.11
H 4.11899 -0.94454 3.56104  0.11
H 5.28291 -1.89890 2.62564  0.11
H 3.14711 0.61801 1.16000  0.10
H 2.13844 -0.05251 2.45988  0.12
H 1.79229 -0.44307 0.77531  0.06
H 4.73061 -2.55690 0.31037  0.12
H 3.34468 -1.74440 -0.48539  0.07
H 4.76429 -0.80521 0.01745  0.11

Atoms 1-3, force components in eV/Å:
0.00 -0.06 0.27
-0.09 0.22 -0.30
0.14 -0.27 0.42

Summary:
frontier orbital gap = 0.3485 Eh
structure (SMILES) = CCCCCCCCCCCCCCCCO[P@@](=O)([O-])OCC[N+](C)(C)C
total charge = 0
energy relative to the best compared isomer or geometry (same formula, charge and spin) = 8.18 kJ/mol
LUMO = 0.0770 eV
calculated total energy = -41495.3784 eV

C4H9BrCl3N2 | wB97M-V/def2-TZVPD

Last column: Löwdin charge in e.
Atoms and positions in Å:
C 0.44727 -1.25799 1.69554  -0.06
C 2.29271 0.80847 -2.05704  0.03
C 0.68352 -0.12465 -0.46532  -0.21
C -2.41170 1.47003 0.99988  -1.42
N 0.58937 -0.90950 0.36859  0.07
N 0.97337 0.61874 -1.43499  0.04
Cl -1.14063 -3.00134 -0.71715  0.42
Cl -3.11630 0.25266 2.14251  0.54
Cl -0.84525 2.21991 1.44675  0.54
Br -2.29726 0.82978 -0.84274  0.68
H -0.60800 -1.29228 1.72502  0.04
H 0.99473 -2.16849 2.00260  0.12
H 0.85299 -0.28857 2.22428  0.14
H 3.05402 0.65634 -1.24941  0.13
H 2.34374 0.04847 -2.80773  0.10
H 2.19045 1.73678 -2.47230  0.07
H -3.03353 2.26844 0.96506  -0.05
H 0.26785 1.01046 -2.02554  0.11
H -1.23738 -2.87725 0.50198  -0.29

Atoms 1-3, force components in eV/Å:
1.73 2.23 2.16
0.36 -2.70 2.43
0.27 -0.65 0.32

Summary:
frontier orbital gap = 0.4004 Eh
total charge = +1
energy relative to the best compared isomer or geometry (same formula, charge and spin) = 32.50 kJ/mol
LUMO = -3.4438 eV
calculated total energy = -114875.1138 eV

Q: Which value of calculated total energy does entry 6 give?
A: -114875.1138 eV